# 1
{
  "formula": "C11H18N2O2",
  "method": "the ωB97M-V functional and the def2-TZVPD basis",
  "homo_ev": -8.29,
  "gap_ev": 8.51,
  "symbols": ["C", "C", "C", "C", "C", "C", "C", "C", "C", "C", "C", "N", "N", "O", "O", "H", "H", "H", "H", "H", "H", "H", "H", "H", "H", "H", "H", "H", "H", "H", "H", "H", "H"],
  "coordinates": [[-1.881, -1.770, 0.200], [-2.326, -0.671, 1.059], [-1.768, 1.539, -0.285], [1.731, 1.305, 0.615], [1.791, -0.044, 1.371], [2.538, 1.114, -0.748], [1.591, -1.189, 0.469], [1.795, 0.141, -1.592], [1.505, -1.076, -0.879], [-2.428, 2.354, 0.807], [1.016, -2.348, -1.611], [-1.410, -0.980, -0.745], [-1.876, 0.176, -0.031], [-1.135, 2.004, -1.202], [-3.619, -0.533, 1.575], [-2.063, -2.763, 0.000], [0.720, 1.654, 0.439], [2.207, 2.025, 1.299], [2.641, -0.054, 2.023], [0.920, 0.033, 1.991], [2.700, 2.091, -1.382], [3.516, 0.692, -0.265], [1.282, -2.120, 0.859], [-1.654, -0.689, 1.885], [0.902, 0.613, -2.088], [2.439, -0.273, -2.427], [-3.300, 2.680, 0.379], [-1.628, 2.980, 1.042], [-2.732, 1.753, 1.635], [0.986, -2.129, -2.730], [0.049, -2.718, -1.305], [1.823, -2.994, -1.320], [-4.334, -0.804, 0.962]],
  "forces_ev_per_a": [[0.22, 2.18, -3.10], [-1.47, -0.05, 0.80], [0.64, -1.50, 0.72], [1.45, 0.05, -0.67], [-0.99, 1.46, -0.68], [1.04, 2.04, 1.77], [0.07, 0.65, -2.19], [0.79, -0.21, -2.48], [-2.06, -2.09, 2.56], [1.34, -2.47, -0.52], [1.11, 1.99, -1.32], [-0.95, 0.12, 1.34], [0.30, 0.13, -0.87], [-0.47, -0.07, -0.15], [-0.18, -0.23, -0.26], [0.02, -2.28, 0.38], [-0.18, -0.18, -0.14], [-0.04, 0.13, -0.56], [0.69, -0.34, 0.28], [-0.53, -0.35, 0.98], [-0.02, -1.69, 1.62], [-1.22, 0.70, -1.76], [-0.02, -1.06, 0.73], [0.51, 0.74, 1.06], [0.62, -0.51, 0.56], [-0.39, 1.01, 0.33], [-1.93, 1.93, -0.88], [0.49, 1.95, 0.66], [0.06, -0.42, 0.67], [0.15, -0.65, 1.37], [0.00, -0.01, 0.17], [0.06, -1.17, -0.59], [0.93, 0.20, 0.16]],
  "lowdin_charge": [-0.034, -0.352, -0.479, -0.176, -0.207, -0.180, -0.088, -0.230, -0.331, 0.043, -0.057, 0.194, 0.011, 0.074, 0.023, 0.095, 0.073, 0.104, 0.099, 0.088, 0.138, 0.143, 0.092, 0.149, 0.133, 0.137, 0.068, 0.078, 0.066, 0.100, 0.031, 0.068, 0.125]
}

# 2
{
  "formula": "C11H18N2O4",
  "method": "the ωB97M-V functional and the def2-TZVPD basis",
  "homo_ev": -9.52,
  "gap_ev": 10.00,
  "smiles": "CC1(C)C(=O)NCCN1C(=O)CCCC(=O)O",
  "symbols": ["C", "C", "C", "C", "O", "N", "C", "C", "N", "C", "O", "C", "C", "C", "C", "O", "O", "H", "H", "H", "H", "H", "H", "H", "H", "H", "H", "H", "H", "H", "H", "H", "H", "H", "H"],
  "coordinates": [[2.026, 1.775, 1.090], [2.099, 0.751, -0.047], [2.460, 1.435, -1.376], [3.294, -0.177, 0.212], [4.325, 0.239, 0.696], [3.192, -1.449, -0.229], [1.940, -2.051, -0.604], [0.844, -1.354, 0.201], [0.813, 0.039, -0.165], [-0.306, 0.736, -0.497], [-0.288, 1.929, -0.727], [-1.629, -0.016, -0.558], [-2.236, -0.147, 0.842], [-3.572, -0.899, 0.812], [-4.587, -0.153, -0.020], [-5.017, -0.511, -1.083], [-4.966, 0.987, 0.567], [3.016, 2.189, 1.259], [1.690, 1.292, 2.006], [1.335, 2.569, 0.830], [2.492, 0.705, -2.183], [1.722, 2.194, -1.613], [3.437, 1.901, -1.283], [4.013, -2.026, -0.121], [1.963, -3.119, -0.379], [1.746, -1.922, -1.677], [-0.114, -1.831, 0.013], [1.082, -1.452, 1.270], [-2.291, 0.593, -1.175], [-1.537, -0.990, -1.040], [-1.551, -0.678, 1.506], [-2.396, 0.851, 1.252], [-3.960, -0.985, 1.827], [-3.443, -1.894, 0.385], [-5.595, 1.468, 0.008]],
  "forces_ev_per_a": [[0.13, -0.01, -0.10], [0.10, 0.74, 0.12], [-0.03, 0.10, 0.02], [0.00, -0.19, 0.03], [0.15, 0.26, 0.09], [0.19, -0.44, -0.09], [-0.41, 0.07, 0.03], [0.06, -0.40, -0.13], [0.31, -0.16, -0.03], [-0.50, -0.31, -0.19], [-0.11, 0.35, -0.01], [0.01, 0.18, 0.13], [-0.07, -0.13, -0.13], [0.06, 0.18, 0.04], [-0.05, -0.45, -0.18], [-0.02, -0.05, -0.18], [-0.02, 0.58, 0.47], [0.04, 0.01, 0.05], [0.00, -0.04, 0.12], [-0.04, -0.01, -0.01], [0.03, -0.07, -0.10], [0.03, -0.02, -0.02], [0.11, 0.00, 0.02], [-0.02, 0.15, 0.02], [0.01, 0.09, 0.01], [-0.08, -0.10, 0.11], [0.02, 0.07, 0.04], [-0.08, -0.09, -0.07], [0.13, -0.03, -0.03], [-0.03, -0.03, -0.01], [-0.01, 0.03, 0.05], [0.09, -0.01, 0.05], [-0.02, -0.06, 0.00], [-0.09, 0.06, 0.00], [0.11, -0.27, -0.12]],
  "lowdin_charge": [-0.002, -0.399, 0.005, -0.462, 0.074, 0.085, -0.147, -0.130, 0.013, -0.444, 0.059, -0.099, -0.173, -0.098, -0.556, 0.109, 0.114, 0.086, 0.093, 0.081, 0.092, 0.079, 0.096, 0.152, 0.126, 0.125, 0.111, 0.142, 0.127, 0.117, 0.111, 0.126, 0.126, 0.126, 0.136]
}

# 3
{
  "formula": "C11H18N2O9S2",
  "method": "the ωB97M-V functional and the def2-TZVPD basis",
  "homo_ev": -9.41,
  "gap_ev": 9.57,
  "smiles": "O=S1(=O)OCCO1.O=S1(=O)OCCO1.c1ccncc1.CC(N)=O",
  "symbols": ["O", "S", "O", "O", "C", "C", "O", "H", "H", "H", "H", "O", "S", "O", "O", "C", "C", "O", "H", "H", "H", "H", "C", "C", "C", "N", "C", "C", "H", "H", "H", "H", "H", "C", "C", "N", "O", "H", "H", "H", "H", "H"],
  "coordinates": [[-1.148, -1.980, 2.682], [-1.833, -0.984, 1.837], [-2.205, -1.438, 0.474], [-3.024, 0.029, 2.550], [-2.508, 0.990, 3.332], [-1.251, 1.428, 2.586], [-0.777, 0.314, 1.753], [-3.311, 1.727, 3.375], [-2.347, 0.746, 4.382], [-0.372, 1.726, 3.158], [-1.244, 2.292, 1.922], [6.756, -1.058, -3.803], [5.536, -0.880, -4.647], [5.688, -0.298, -5.944], [4.732, -2.299, -4.818], [3.874, -2.540, -3.710], [3.507, -1.203, -3.080], [4.290, -0.192, -3.806], [2.970, -3.051, -4.043], [4.408, -3.122, -2.959], [3.848, -1.257, -2.046], [2.454, -0.950, -3.204], [-3.157, -0.279, -6.017], [-4.247, -1.212, -6.123], [-4.747, -1.404, -7.399], [-4.087, -1.005, -8.533], [-2.983, -0.333, -8.444], [-2.542, 0.150, -7.179], [-2.934, 0.102, -5.032], [-4.805, -1.518, -5.250], [-5.792, -1.656, -7.511], [-2.608, 0.048, -9.383], [-1.764, 0.892, -7.285], [1.358, 0.917, 10.366], [1.329, 2.260, 9.693], [1.238, 3.320, 10.513], [1.434, 2.366, 8.538], [2.344, 0.545, 10.648], [0.744, 0.302, 9.707], [0.655, 0.910, 11.198], [1.326, 4.177, 9.985], [1.194, 3.418, 11.517]],
  "forces_ev_per_a": [[-2.33, 2.28, -1.09], [2.24, -0.06, -1.27], [0.18, 1.74, 3.73], [-0.49, -5.01, -2.39], [0.82, 2.34, 0.97], [2.27, 0.69, -0.71], [-1.87, -1.14, 0.47], [0.33, 0.53, -0.22], [0.41, -0.66, -0.07], [-0.25, -0.62, 0.91], [-1.30, -0.10, -0.31], [-3.67, 0.45, -1.90], [1.35, -0.96, 1.65], [-0.46, -0.26, 1.21], [0.69, 0.85, -0.19], [0.00, -0.36, 0.28], [1.00, 0.59, -0.48], [0.91, -0.60, -0.29], [0.34, -0.17, -0.23], [-0.05, -0.30, -0.23], [-0.38, 0.59, 0.03], [0.25, 0.17, 0.16], [-0.78, -1.12, -0.48], [0.79, 1.74, -0.75], [0.88, 0.88, -0.37], [-2.04, -1.30, 0.43], [-0.32, 0.87, 1.75], [0.19, -0.22, -1.05], [0.40, 0.05, -0.04], [0.05, -0.06, 0.03], [0.08, -0.81, -0.31], [0.58, -0.13, -0.01], [0.18, 0.10, 0.79], [-1.91, -0.32, 0.22], [0.56, -1.68, 4.42], [-0.09, 2.16, 0.08], [0.22, 0.72, -4.73], [-0.23, -0.02, -0.30], [0.96, -0.63, -0.44], [0.54, 0.30, 0.76], [-0.10, 0.21, 0.33], [0.03, -0.72, -0.34]],
  "lowdin_charge": [-0.261, 0.808, -0.263, -0.192, -0.248, -0.140, -0.225, 0.141, 0.133, 0.125, 0.124, -0.271, 0.718, -0.226, -0.201, -0.189, -0.134, -0.214, 0.133, 0.127, 0.127, 0.131, -0.071, -0.064, -0.142, 0.039, -0.169, -0.075, 0.097, 0.094, 0.098, 0.102, 0.092, -0.012, -0.684, 0.151, 0.089, 0.089, 0.082, 0.070, 0.106, 0.108]
}

# 4
{
  "formula": "C11H18N3",
  "method": "the ωB97M-V functional and the def2-TZVPD basis",
  "homo_ev": -11.32,
  "charge": 1,
  "gap_ev": 8.10,
  "symbols": ["C", "C", "C", "C", "C", "C", "C", "C", "C", "C", "C", "N", "N", "N", "H", "H", "H", "H", "H", "H", "H", "H", "H", "H", "H", "H", "H", "H", "H", "H", "H", "H"],
  "coordinates": [[-2.876, -1.961, 2.263], [-2.719, -0.637, 2.206], [-1.880, -2.846, 2.021], [-1.578, -0.034, 1.776], [-0.626, -2.254, 1.693], [-0.471, -0.874, 1.512], [1.559, -0.989, -1.818], [1.152, 0.120, -1.212], [1.320, 2.083, -2.752], [-0.779, 0.938, -2.786], [0.908, -0.308, 1.255], [2.380, 1.608, 1.787], [1.178, 0.829, 1.744], [0.402, 1.285, -1.971], [-3.852, -2.416, 2.453], [-3.558, -0.089, 2.485], [-2.121, -3.936, 2.030], [-1.454, 0.992, 1.694], [0.166, -2.986, 1.684], [1.517, -1.179, -2.914], [2.237, -1.657, -1.214], [2.299, 1.524, -2.647], [0.972, 2.079, -3.796], [1.381, 3.008, -2.311], [-1.594, 0.443, -2.178], [-1.224, 1.921, -3.102], [-0.498, 0.283, -3.680], [1.632, -1.027, 1.171], [2.703, 1.684, 2.671], [3.005, 1.217, 1.041], [0.430, 1.425, 2.067], [-0.013, 1.757, -1.171]],
  "forces_ev_per_a": [[-1.90, -3.11, 0.21], [-0.16, 2.04, -0.20], [1.52, 0.12, -0.79], [1.62, -2.29, -0.14], [-0.64, -1.25, 0.27], [0.21, 0.12, 0.07], [0.84, 0.39, -0.84], [-0.36, -0.35, 1.43], [1.89, -2.36, -1.08], [-1.73, -0.55, -0.89], [-2.80, -0.84, -0.40], [-1.72, -1.89, -5.82], [0.73, 3.62, 2.41], [-1.21, -2.58, 1.05], [0.12, 0.56, 0.25], [-1.20, 1.30, 0.25], [0.84, 1.06, 0.10], [-0.23, 1.87, -0.14], [0.68, 0.37, -0.54], [-0.06, -0.11, 0.75], [-1.09, 0.51, -0.75], [-0.90, 1.11, -0.51], [0.40, 0.33, 0.45], [0.34, 2.37, 0.50], [1.25, 0.25, -0.53], [0.44, -1.01, -0.14], [-0.35, 1.03, 1.34], [2.05, -1.41, -0.78], [1.58, -0.15, 3.35], [-0.42, 0.65, 1.37], [-0.23, -0.28, -0.09], [0.52, 0.48, -0.21]],
  "lowdin_charge": [-0.106, -0.084, -0.039, -0.019, -0.006, -0.163, -0.059, -0.143, -0.022, -0.044, -0.063, 0.116, -0.042, -0.243, 0.129, 0.104, 0.136, 0.087, 0.114, 0.065, 0.065, 0.120, 0.110, 0.074, 0.115, 0.114, 0.126, 0.104, 0.048, 0.120, 0.144, 0.146]
}

# 5
{
  "formula": "C11H18O2",
  "method": "the ωB97M-V functional and the def2-TZVPD basis",
  "homo_ev": -8.89,
  "gap_ev": 9.61,
  "smiles": "CC(=O)C=C=C(C(C)C)C(C)(C)O",
  "symbols": ["C", "C", "O", "C", "C", "C", "C", "C", "C", "C", "C", "C", "O", "H", "H", "H", "H", "H", "H", "H", "H", "H", "H", "H", "H", "H", "H", "H", "H", "H", "H"],
  "coordinates": [[4.364, -0.956, 0.073], [3.192, -0.016, -0.203], [3.223, 0.543, -1.284], [2.055, -0.017, 0.738], [0.830, 0.033, 0.309], [-0.454, 0.065, 0.086], [-1.281, -1.197, -0.081], [-0.616, -2.366, 0.735], [-1.395, -1.538, -1.552], [-1.164, 1.689, -0.027], [-1.083, 2.344, 1.360], [-2.666, 1.418, -0.410], [-0.493, 2.501, -0.911], [5.054, -0.711, -0.779], [4.137, -2.060, 0.011], [4.998, -0.661, 0.944], [2.355, 0.164, 1.754], [-2.180, -1.074, 0.459], [0.222, -2.713, 0.082], [-0.318, -1.813, 1.748], [-1.217, -3.141, 0.945], [-2.412, -1.204, -1.983], [-1.426, -2.658, -1.644], [-0.629, -1.039, -2.215], [-1.046, 1.487, 2.074], [-0.228, 2.990, 1.489], [-2.038, 2.896, 1.565], [-2.885, 2.452, -0.741], [-2.838, 0.838, -1.338], [-3.101, 1.159, 0.604], [-0.960, 2.585, -1.805]],
  "forces_ev_per_a": [[1.77, 0.28, -0.67], [0.68, -1.28, -1.44], [-0.68, 0.32, 0.71], [0.99, 1.08, -0.47], [-1.54, 0.15, 0.42], [0.17, 2.45, -0.15], [1.75, -0.47, 0.84], [3.17, 4.81, -0.09], [-2.08, -0.26, -1.64], [-0.14, -3.31, 0.08], [-1.31, -1.38, 0.43], [1.55, 1.86, 0.63], [-0.53, 0.64, -2.47], [-0.60, -0.54, 0.60], [-0.01, 1.30, 0.49], [-0.93, -0.59, -0.12], [-0.32, -0.46, 0.59], [-1.54, 0.48, -0.10], [-0.10, 0.15, 1.19], [-0.06, -1.77, -2.06], [-2.47, -2.71, 0.56], [1.45, -0.42, 0.61], [0.36, 1.03, -0.32], [-0.55, -0.88, 0.93], [0.05, 0.90, -0.10], [0.22, 0.01, -0.11], [0.90, -0.18, -0.20], [-0.94, -0.29, 0.65], [0.12, -0.39, 1.13], [-0.39, -0.04, -1.86], [1.01, -0.50, 1.95]],
  "lowdin_charge": [-0.039, -0.459, 0.068, -0.028, 0.006, -0.092, -0.407, -0.053, -0.077, -0.523, -0.030, -0.030, -0.018, 0.084, 0.097, 0.082, 0.114, 0.108, 0.093, 0.131, 0.017, 0.084, 0.086, 0.104, 0.094, 0.081, 0.092, 0.086, 0.076, 0.108, 0.145]
}

# 6
{
  "formula": "C11H19B",
  "method": "the ωB97M-V functional and the def2-TZVPD basis",
  "homo_ev": -9.24,
  "gap_ev": 9.64,
  "smiles": "CC1=C[C@H](C)C=CB1C(C)(C)C",
  "symbols": ["C", "C", "C", "C", "C", "C", "C", "B", "C", "C", "C", "C", "H", "H", "H", "H", "H", "H", "H", "H", "H", "H", "H", "H", "H", "H", "H", "H", "H", "H", "H"],
  "coordinates": [[-0.368, 1.974, 1.632], [-0.044, 1.250, 0.343], [0.119, 1.914, -0.837], [0.160, 1.281, -2.217], [-0.126, 2.376, -3.279], [-0.563, 0.002, -2.360], [-0.750, -0.834, -1.343], [-0.165, -0.326, 0.253], [0.241, -1.479, 1.321], [1.153, -2.371, 0.425], [1.023, -0.970, 2.534], [-1.051, -2.108, 1.749], [-1.018, 2.853, 1.330], [0.432, 2.386, 2.227], [-1.055, 1.167, 2.243], [0.505, 2.918, -0.764], [1.068, 0.855, -2.541], [-1.255, 2.562, -3.375], [0.023, 2.120, -4.354], [0.278, 3.398, -3.179], [-0.912, -0.304, -3.361], [-1.100, -1.803, -1.612], [1.484, -3.243, 1.067], [1.993, -1.687, -0.004], [0.399, -2.770, -0.379], [1.238, -1.788, 3.315], [0.381, -0.258, 3.176], [2.003, -0.452, 2.322], [-1.529, -1.411, 2.482], [-1.650, -2.172, 0.902], [-0.914, -3.081, 2.285]],
  "forces_ev_per_a": [[-2.76, -0.90, 0.18], [-0.50, -0.93, -1.11], [1.44, -1.57, 0.76], [-0.88, 1.90, -0.38], [-2.91, 0.43, -1.64], [-1.51, -0.42, -0.29], [1.50, 1.40, 2.84], [-0.86, -0.28, -2.42], [1.25, 1.70, -0.87], [-1.25, -0.37, -0.27], [-0.02, 0.48, 2.33], [0.66, -0.02, 2.48], [0.54, -1.02, 0.67], [0.42, -0.34, 0.30], [1.73, 2.46, -1.02], [-0.50, 0.65, -0.28], [2.27, 0.13, 0.32], [1.21, -0.16, 0.70], [0.65, -0.44, 0.85], [0.32, -0.72, 0.58], [0.44, 0.32, 0.29], [-0.50, -0.69, 0.22], [0.21, 0.93, -0.96], [-1.27, -1.74, 0.56], [2.09, 0.51, 1.09], [-0.11, 0.73, -1.36], [0.97, -0.78, -1.16], [-1.06, -0.55, -0.01], [0.08, -0.58, -0.53], [-1.53, -0.69, -1.32], [-0.14, 0.55, -0.58]],
  "lowdin_charge": [-0.075, -0.188, -0.004, -0.365, -0.084, -0.127, 0.008, -0.137, -0.596, -0.060, -0.094, -0.064, 0.091, 0.063, 0.124, 0.113, 0.131, 0.096, 0.075, 0.071, 0.121, 0.061, 0.095, 0.120, 0.095, 0.098, 0.083, 0.095, 0.099, 0.048, 0.107]
}